{"formula": "C86H78F10N3P2Pd", "method": "ωB97M-V/def2-TZVPD", "e_tot_ev": -144144.6644, "e_above_lowest_kj_mol": 0.0, "homo_ev": -7.518, "total_charge": 1, "orbital_gap_ev": 2.74, "species": ["C", "C", "C", "C", "C", "C", "C", "C", "C", "C", "C", "C", "N", "N", "N", "C", "C", "C", "C", "C", "C", "C", "C", "C", "C", "C", "C", "C", "C", "C", "C", "C", "F", "F", "F", "C", "C", "C", "F", "F", "F", "C", "C", "C", "H", "H", "H", "H", "H", "H", "H", "H", "H", "H", "H", "H", "H", "H", "H", "H", "H", "H", "H", "H", "H", "H", "H", "H", "H", "H", "H", "H", "H", "H", "H", "H", "H", "H", "H", "H", "H", "H", "H", "F", "C", "C", "C", "F", "C", "C", "C", "C", "C", "C", "C", "C", "F", "C", "C", "F", "C", "Pd", "P", "C", "C", "C", "C", "C", "C", "C", "C", "C", "C", "C", "C", "C", "C", "C", "C", "C", "C", "P", "C", "C", "C", "C", "C", "C", "C", "C", "C", "C", "C", "C", "C", "C", "C", "C", "C", "C", "C", "H", "H", "H", "H", "H", "H", "H", "H", "H", "H", "H", "H", "H", "H", "H", "H", "H", "H", "H", "H", "H", "H", "H", "H", "H", "H", "H", "H", "H", "H", "H", "H", "H", "H", "H", "H", "H", "H", "H"], "xyz": [[4.1151, 8.5612, 1.7010], [3.7100, 7.5630, 0.6117], [4.9566, 7.0014, -0.0702], [2.7458, 8.2332, -0.3561], [3.2648, 9.0202, -1.3832], [2.4316, 9.8704, -2.0981], [1.0819, 9.9497, -1.7730], [0.5255, 9.1662, -0.7717], [-0.9690, 9.3626, -0.4797], [-1.8418, 8.7563, -1.5771], [-1.3181, 10.8347, -0.2436], [1.3567, 8.2406, -0.1064], [0.8134, 7.4642, 0.9778], [0.2372, 8.1653, 1.9882], [-0.1634, 7.2428, 2.8930], [-0.8910, 7.6228, 4.0818], [-2.1941, 7.1248, 4.3101], [-2.9802, 6.4535, 3.1801], [-3.4179, 7.4540, 2.1083], [-4.1737, 5.6411, 3.6794], [-2.7801, 7.3421, 5.5590], [-2.1650, 8.1745, 6.4903], [-0.9482, 8.7667, 6.1916], [-0.2809, 8.4927, 4.9971], [1.1034, 9.1249, 4.7906], [2.0897, 8.6184, 5.8446], [1.0181, 10.6521, 4.8083], [0.1891, 5.9768, 2.4800], [-0.1302, 4.8298, 3.2760], [0.0977, 4.7847, 4.6726], [-0.3060, 3.6874, 5.4121], [0.0107, 3.6687, 6.8887], [-0.8912, 2.9406, 7.6100], [1.2538, 3.1465, 7.1502], [0.0064, 4.9401, 7.4153], [-0.9666, 2.6171, 4.8123], [-1.2202, 2.6852, 3.4449], [-1.8960, 1.5298, 2.7668], [-2.2829, 1.7967, 1.4816], [-1.0175, 0.4867, 2.7007], [-3.0040, 1.0917, 3.4377], [-0.7334, 3.7144, 2.6583], [0.7863, 6.0715, 1.2366], [1.2984, 5.0288, 0.4639], [3.2382, 8.9887, 2.2060], [4.7532, 8.0800, 2.4523], [4.6737, 9.3936, 1.2482], [3.1640, 6.7261, 1.0546], [4.6793, 6.3326, -0.8924], [5.5921, 7.8046, -0.4625], [5.5359, 6.4323, 0.6652], [4.3336, 8.9942, -1.5941], [2.8294, 10.4920, -2.8960], [0.4316, 10.6496, -2.2953], [-1.1634, 8.8307, 0.4531], [-1.5719, 7.7089, -1.7557], [-2.8973, 8.7951, -1.2820], [-1.7205, 9.3057, -2.5204], [-0.7170, 11.2453, 0.5757], [-1.1338, 11.4389, -1.1404], [-2.3758, 10.9325, 0.0283], [-2.2957, 5.7411, 2.7001], [-2.5843, 8.0910, 1.7878], [-3.7953, 6.9138, 1.2284], [-4.2137, 8.1051, 2.5005], [-3.8693, 4.9574, 4.4821], [-4.9644, 6.3117, 4.0424], [-4.5784, 5.0377, 2.8568], [-3.7369, 6.8775, 5.7964], [-2.6448, 8.3694, 7.4496], [-0.4736, 9.4499, 6.8985], [1.4486, 8.8234, 3.7961], [2.0829, 7.5224, 5.9028], [3.1111, 8.9368, 5.6055], [1.8237, 9.0148, 6.8336], [0.3432, 11.0053, 4.0207], [0.6397, 11.0054, 5.7756], [2.0065, 11.0926, 4.6349], [0.6204, 5.6042, 5.1580], [-1.2630, 1.7498, 5.3949], [-0.8266, 3.7030, 1.5744], [1.2100, 4.0262, 0.8580], [1.7416, 5.2916, -0.4882], [6.1466, -5.4102, -2.5997], [4.9512, -4.7232, -2.6241], [4.7542, -3.7633, -3.6149], [3.4914, -3.1645, -3.6503], [3.2020, -2.3127, -4.6949], [2.4976, -3.4241, -2.7158], [2.7333, -4.4163, -1.7373], [1.6649, -4.7862, -0.7732], [1.9383, -5.8208, 0.2146], [1.5933, -5.9156, 1.5463], [0.4543, -5.2466, 2.1295], [-0.5930, -5.9637, 2.7693], [-1.6074, -5.2627, 3.4062], [-2.6239, -5.9700, 4.0123], [-1.6355, -3.8695, 3.4753], [-0.6504, -3.2059, 2.7498], [-0.6327, -1.8401, 2.7671], [0.3597, -3.8464, 2.0404], [0.3359, -6.0409, -1.9418], [0.8645, -7.8416, -3.1850], [2.4322, -8.5180, -2.5582], [2.4062, -9.3164, -1.4008], [3.5979, -9.8096, -0.8670], [4.8197, -9.4729, -1.4571], [4.8481, -8.6531, -2.5890], [3.6603, -8.1776, -3.1451], [-0.2115, -9.2985, -3.1979], [0.3324, -10.5602, -3.5072], [-0.4764, -11.6989, -3.4746], [-1.8276, -11.5827, -3.1289], [-2.3725, -10.3315, -2.8179], [-1.5719, -9.1873, -2.8662], [1.1655, -7.4014, -4.9238], [0.8045, -8.2677, -5.9727], [0.9874, -7.8658, -7.2987], [1.4841, -6.5917, -7.5914], [1.8426, -5.7263, -6.5516], [1.7104, -6.1415, -5.2254], [-1.7384, -5.2157, -2.1728], [-1.4640, -3.4248, -2.2981], [-1.6175, -2.7362, -3.5142], [-1.3264, -1.3691, -3.5694], [-0.8957, -0.6854, -2.4277], [-0.7732, -1.3620, -1.2099], [-1.0558, -2.7268, -1.1461], [-2.6525, -5.8373, -3.6131], [-3.9872, -6.2771, -3.4983], [-4.6072, -6.9091, -4.5771], [-3.9186, -7.0878, -5.7805], [-2.6054, -6.6246, -5.9130], [-1.9839, -5.9807, -4.8425], [-2.8506, -5.4260, -0.7561], [-3.6367, -4.3614, -0.2733], [-4.5192, -4.5748, 0.7852], [-4.6685, -5.8554, 1.3282], [-3.8901, -6.9168, 0.8542], [-2.9458, -6.6941, -0.1495], [3.9967, -5.0383, -1.6676], [5.5283, -3.5202, -4.3333], [1.5294, -2.9201, -2.7527], [1.0108, -3.9445, -0.5291], [2.5711, -6.6252, -0.1701], [2.0667, -6.7354, 2.1270], [-0.5772, -7.0564, 2.7652], [-2.3914, -3.3278, 4.0247], [1.1306, -3.2571, 1.5300], [1.4510, -9.5563, -0.9259], [3.5703, -10.4513, 0.0158], [5.7544, -9.8421, -1.0297], [5.8019, -8.3745, -3.0406], [3.6871, -7.5414, -4.0307], [1.3917, -10.6638, -3.7519], [-0.0447, -12.6752, -3.7030], [-2.4580, -12.4749, -3.0914], [-3.4243, -10.2444, -2.5301], [-1.9916, -8.2042, -2.6298], [0.3862, -9.2495, -5.7536], [0.7240, -8.5473, -8.1094], [1.5924, -6.2671, -8.6285], [2.2354, -4.7298, -6.7634], [2.0045, -5.4686, -4.4122], [-1.9995, -3.2606, -4.3904], [-1.4546, -0.8287, -4.5081], [-0.6690, 0.3828, -2.4743], [-0.4800, -0.8328, -0.2992], [-0.9754, -3.2529, -0.1886], [-4.5378, -6.1245, -2.5689], [-5.6318, -7.2718, -4.4731], [-4.4048, -7.5866, -6.6206], [-2.0595, -6.7631, -6.8483], [-0.9577, -5.6167, -4.9515], [-3.5500, -3.3642, -0.7081], [-5.0851, -3.7363, 1.1976], [-5.3739, -6.0234, 2.1434], [-4.0052, -7.9165, 1.2820], [-2.2632, -7.4969, -0.4447], [4.2095, -5.7793, -0.8980]]}